Record 1
Molecular formula: C5H8
Method: DFT, ωB97M-V/def2-TZVPD

Last column: Löwdin charge in e.
Atoms and positions in Å:
C: -0.515 1.245 0.123  0.01
C: -1.479 0.022 -0.541  -0.13
C: -0.446 -0.077 0.631  -0.47
C: 0.774 -0.798 0.036  -0.18
C: 1.933 -0.183 -0.155  0.03
H: -0.850 2.021 0.822  0.06
H: -1.197 0.012 -1.577  0.08
H: -2.492 0.330 -0.313  0.07
H: -0.577 -0.487 1.633  0.13
H: -1.633 -1.731 -0.072  0.22
H: 0.451 -1.767 -0.347  0.08
H: 2.753 -0.743 -0.581  0.06
H: 1.932 0.884 -0.008  0.06

E_LUMO = -0.94 eV
Energy relative to the best compared isomer or geometry (same formula, charge and spin) = 174.6 kcal per mole
HOMO energy = -7.90 eV
Total energy = -195.01378 Ha

=====

Record 2
Molecular formula: C20H21O3Sn
Method: DFT, ωB97M-V/def2-TZVPD

Last column: Löwdin charge in e.
Atoms and positions in Å:
C: 1.398 -1.885 3.221  -0.15
C: -0.037 -2.120 3.227  -0.27
C: -0.409 -2.387 1.838  -0.22
H: -0.668 -2.256 4.106  0.12
C: 0.797 -2.489 1.085  -0.09
C: 1.881 -2.182 1.927  -0.09
H: 2.939 -2.285 1.664  0.13
H: 1.993 -1.629 4.100  0.12
H: -1.404 -2.702 1.516  0.12
H: 0.870 -2.896 0.071  0.12
C: -0.543 2.300 1.499  -0.22
C: -0.556 2.248 2.962  -0.28
C: 0.836 2.208 3.376  -0.18
H: -1.419 2.411 3.608  0.12
C: 1.638 2.359 2.218  -0.11
C: 0.814 2.416 1.081  -0.08
H: 1.135 2.640 0.056  0.13
H: -1.423 2.473 0.879  0.11
H: 1.178 2.169 4.414  0.12
H: 2.719 2.531 2.228  0.12
Sn: -0.273 0.025 2.471  1.60
O: 0.658 -0.159 -1.448  -0.06
C: -0.706 -0.572 -1.644  -0.08
C: 0.462 -0.971 -2.535  -0.29
H: -1.066 -1.298 -0.930  0.09
H: -1.453 0.052 -2.142  0.12
H: 0.739 -2.027 -2.485  0.14
H: 1.676 -1.893 -4.563  0.12
C: 1.415 -0.851 -4.768  -0.04
C: 0.706 -0.221 -3.747  -0.19
C: 0.353 1.147 -3.781  -0.03
H: -0.122 1.650 -2.944  0.11
C: 0.613 1.844 -4.945  -0.08
H: 0.326 2.894 -4.974  0.11
C: 1.248 1.206 -6.022  -0.07
H: 1.421 1.766 -6.940  0.10
C: 1.638 -0.148 -5.935  -0.07
H: 2.132 -0.659 -6.766  0.11
C: -3.255 -0.703 3.546  -0.01
O: -3.362 -0.596 2.060  -0.06
C: -2.445 0.121 1.391  -0.44
O: -2.696 0.662 0.345  0.11
H: -4.220 -0.354 3.928  0.11
H: -2.439 -0.076 3.972  0.06
H: -3.091 -1.761 3.781  0.10

E_LUMO (spin up / spin down) = -6.09 / -6.26 eV
Energy relative to the best compared isomer or geometry (same formula, charge and spin) = 19.3 kcal per mole
HOMO energy (spin up / spin down) = -10.85 / -10.85 eV
Total energy = -1214.22157 Ha
Charge = +1

=====

Record 3
Molecular formula: AlH8O4
Method: DFT, ωB97M-V/def2-TZVPD

Last column: Löwdin charge in e.
Atoms and positions in Å:
Al: 4.952 -36.101 11.898  1.83
O: 3.205 -33.915 12.312  0.01
H: 3.383 -33.018 12.687  0.14
H: 2.232 -34.051 12.386  0.13
O: 6.969 -36.645 13.863  0.05
H: 6.611 -36.594 14.777  0.10
H: 7.959 -36.637 13.955  0.16
O: 4.385 -36.106 14.607  0.01
H: 4.009 -35.569 15.350  0.16
H: 3.854 -36.934 14.610  0.12
O: 4.086 -38.293 10.450  0.01
H: 4.517 -39.180 10.482  0.14
H: 3.349 -38.365 9.796  0.14

E_LUMO = -20.43 eV
Energy relative to the best compared isomer or geometry (same formula, charge and spin) = 139.5 kcal per mole
HOMO energy = -25.26 eV
Total energy = -546.70276 Ha
Charge = +3

=====

Record 4
Molecular formula: C9H13NO2S
Method: DFT, ωB97M-V/def2-TZVPD

Last column: Löwdin charge in e.
Atoms and positions in Å:
C: 0.986 0.642 1.274  -0.07
C: 1.345 -0.254 0.053  -0.49
C: 2.681 -0.931 0.372  -0.05
C: 1.449 0.659 -1.160  -0.03
C: 0.141 -1.225 -0.142  -0.28
O: 0.338 -2.422 -0.387  0.07
N: -1.209 -0.662 -0.133  -0.01
C: -2.169 -1.654 -0.412  -0.19
C: -3.468 -1.444 -0.133  -0.39
S: -3.641 0.221 0.336  0.95
C: -1.897 0.568 -0.084  -0.46
C: -1.705 1.929 -0.046  -0.21
O: -0.582 2.768 -0.175  -0.03
H: 1.601 1.597 1.182  0.11
H: 1.291 0.192 2.333  0.13
H: -0.106 0.812 1.561  0.10
H: 2.645 -1.746 1.126  0.10
H: 3.380 -0.168 0.659  0.08
H: 2.980 -1.575 -0.492  0.10
H: 1.950 1.591 -1.085  0.09
H: 0.493 0.934 -1.356  0.04
H: 2.031 0.109 -1.901  0.11
H: -1.739 -2.569 -0.807  0.12
H: -4.200 -1.986 -0.704  0.07
H: -2.686 2.530 0.156  0.13
H: 0.092 2.086 -0.034  0.01

E_LUMO = 0.64 eV
Energy relative to the best compared isomer or geometry (same formula, charge and spin) = 89.1 kcal per mole
HOMO energy = -7.45 eV
Total energy = -954.04323 Ha
SMILES = CC(C)(C)C(=O)N1C=CS/C1=C/O

=====

Record 5
Molecular formula: C35H50N4O3
Method: DFT, ωB97M-V/def2-TZVPD

Last column: Mulliken spin population.
Atoms and positions in Å:
C: -1.627 -2.893 0.001  0.00
C: -2.144 -2.324 -0.957  0.00
C: -2.545 -1.215 -2.013  0.00
C: -3.939 -0.546 -1.640  0.00
N: -4.679 0.136 -1.061  0.00
C: -1.380 -0.106 -2.177  0.00
C: -0.113 -0.913 -2.657  0.00
N: 0.831 -1.519 -2.943  0.00
C: -1.786 1.042 -3.219  0.00
C: -2.571 0.469 -4.475  0.00
C: -3.994 0.811 -4.758  0.00
C: -1.206 0.586 -0.760  0.00
C: -0.057 1.692 -0.714  0.00
O: 0.937 1.704 -1.423  0.00
C: -0.262 2.825 0.395  0.00
C: -0.453 4.274 0.070  0.00
C: -0.684 5.239 1.230  0.00
C: -0.722 4.710 2.650  0.00
C: -0.518 3.256 2.971  0.00
C: -0.288 2.306 1.831  0.00
H: -1.015 -3.275 0.866  0.00
H: -2.701 -1.785 -2.986  0.00
H: -2.466 1.824 -2.747  0.00
H: -0.875 1.625 -3.592  0.00
H: -2.090 -0.262 -5.201  0.00
H: -4.280 1.338 -5.725  0.00
H: -4.832 0.520 -4.056  0.00
H: -1.003 -0.125 0.096  0.00
H: -2.171 1.145 -0.506  0.00
H: -0.445 4.608 -1.005  0.00
H: -0.849 6.333 1.003  0.00
H: -0.919 5.425 3.502  0.00
H: -0.547 2.815 4.010  0.00
H: -0.164 1.206 2.069  0.00
C: -0.265 -3.729 -5.790  0.03
C: -0.803 -5.016 -5.112  0.02
C: 0.374 -5.877 -4.610  0.03
C: 1.119 -6.603 -5.728  -0.02
C: 0.150 -7.393 -6.604  0.02
C: -1.011 -6.536 -7.141  0.03
N: -1.688 -5.751 -6.067  0.31
O: -2.443 -6.602 -5.352  0.61
C: -0.486 -5.588 -8.243  0.01
C: -1.995 -7.457 -7.898  -0.01
C: -1.570 -4.492 -3.876  -0.01
H: -0.970 -3.346 -6.535  -0.02
H: -0.117 -2.922 -5.068  0.00
H: 0.704 -3.872 -6.271  0.00
H: 0.009 -6.627 -3.899  0.00
H: 1.083 -5.253 -4.058  0.00
H: 1.689 -5.893 -6.335  0.00
H: 1.854 -7.285 -5.292  0.00
H: 0.704 -7.839 -7.437  0.00
H: -0.243 -8.231 -6.019  0.00
H: -1.271 -4.906 -8.582  -0.01
H: -0.153 -6.157 -9.116  0.00
H: 0.374 -4.995 -7.941  0.00
H: -2.377 -8.269 -7.275  0.00
H: -1.503 -7.930 -8.751  0.00
H: -2.848 -6.891 -8.282  0.00
H: -2.420 -3.871 -4.177  -0.01
H: -0.919 -3.879 -3.248  0.00
H: -1.941 -5.297 -3.238  0.00
C: 1.399 5.212 9.029  0.01
C: 1.112 4.671 7.604  0.02
C: 1.122 3.128 7.615  0.02
C: 2.523 2.528 7.717  -0.02
C: 3.443 3.110 6.649  0.02
C: 3.469 4.649 6.649  0.03
N: 2.101 5.246 6.641  0.34
O: 1.599 5.101 5.404  0.59
C: 4.262 5.151 7.878  0.01
C: 4.321 5.129 5.451  -0.01
C: -0.335 5.134 7.315  -0.01
H: 1.849 6.208 8.993  -0.01
H: 0.483 5.313 9.616  0.00
H: 2.050 4.558 9.611  0.00
H: 0.653 2.746 6.701  0.00
H: 0.516 2.757 8.447  0.00
H: 2.942 2.697 8.714  0.00
H: 2.464 1.443 7.595  0.00
H: 4.454 2.717 6.796  0.00
H: 3.115 2.741 5.670  0.00
H: 4.223 6.241 7.952  -0.01
H: 5.316 4.869 7.799  0.00
H: 3.922 4.733 8.822  0.00
H: 3.951 4.754 4.494  0.00
H: 5.351 4.774 5.543  0.00
H: 4.352 6.220 5.402  0.00
H: -0.401 6.226 7.296  0.00
H: -1.017 4.776 8.090  0.00
H: -0.719 4.750 6.367  0.00

E_LUMO = -0.37 eV
Spin multiplicity = 3
HOMO energy = -8.50 eV
Total energy = -1807.90215 Ha